Entry 1:
18
Properties=species:S:1:pos:R:3:forces:R:3:nbo_charge:R:1 method="wB97M-V/def2-TZVPD" gap_ha=0.3573 multiplicity=1 homo_ev=-8.678 lumo_ha=0.038 e_tot_ev=-9360.583 relative_energy_ev=3.854
C -1.61251 -0.05152 0.58726 -0.84 1.58 1.68 -0.241
C -0.21314 0.01193 0.08417 0.14 -0.37 0.76 0.098
C 0.50846 -0.93370 -1.06256 -2.70 0.80 0.76 -0.371
C 1.61302 -0.56174 -0.05792 4.34 -2.39 -2.38 -0.122
C 1.79180 0.93218 -0.15202 -0.15 -0.26 0.12 -0.223
C 0.52396 1.34156 -0.09504 1.53 1.26 -0.34 -0.231
H -3.03189 -0.66617 -0.82646 0.14 0.90 0.46 0.374
H -3.21861 0.90473 -0.22380 -1.65 1.37 0.34 0.370
H -1.80247 0.68478 1.47517 0.72 -0.66 -1.66 0.188
H -1.66375 -0.95479 1.16253 -0.46 -1.10 -0.22 0.203
H 0.01465 -1.98972 -0.92026 1.47 1.91 -0.70 0.227
H 0.46839 -0.42587 -2.05552 0.20 -0.93 0.64 0.216
H 2.61398 -1.09583 -0.13971 -1.16 0.14 0.47 0.180
H 1.12836 -0.33453 1.79916 -0.61 0.61 0.86 0.345
H 2.75863 1.42700 -0.09917 -0.40 0.16 -0.42 0.219
H 0.36758 2.42733 -0.21803 -1.17 -0.87 0.35 0.234
N -2.61957 0.17491 -0.40740 1.20 -2.34 -1.13 -0.858
N 0.71895 -0.80479 1.01064 -0.60 0.17 0.40 -0.606

***

Entry 2:
18
Properties=species:S:1:pos:R:3:forces:R:3:nbo_charge:R:1 method="wB97M-V/def2-TZVPD" gap_ha=0.3438 multiplicity=1 homo_ev=-8.315 smiles="CC1=NN(C)[C@H]2C[C@@H]12" lumo_ha=0.038 e_tot_ev=-9359.872 relative_energy_ev=4.565
C 2.28239 -0.98588 0.21434 1.79 2.50 -1.06 -0.424
C -0.85273 -0.48661 -0.04666 0.51 1.49 0.87 0.215
C -2.10691 -1.18095 0.02527 -2.52 -2.45 -1.83 -0.692
C -0.72675 0.87373 0.65907 2.85 -1.29 -5.49 -0.324
C -0.44971 1.78205 -0.60106 0.86 3.01 1.08 -0.422
C 0.70818 1.13188 0.05492 2.05 2.60 2.53 -0.044
H 1.78972 -1.27477 1.14560 0.47 -0.59 -0.12 0.194
H 3.23255 -0.35736 0.42027 -1.65 -0.68 0.11 0.197
H 2.78827 -1.82580 -0.45106 -2.16 1.60 1.13 0.238
H -1.84881 -2.13969 -0.46708 -0.17 -0.59 1.41 0.246
H -2.84729 -1.00620 -0.83617 0.61 1.17 1.50 0.241
H -2.63426 -1.22299 1.03654 0.86 -0.07 -1.54 0.236
H -1.20116 1.16942 1.51563 -1.10 0.56 1.95 0.229
H -0.83197 1.60521 -1.63352 0.30 -0.15 1.15 0.235
H -0.17143 2.92356 -0.34578 -1.69 -2.42 -0.85 0.215
H 1.46033 1.98333 0.52805 -1.74 -2.87 -1.10 0.228
N 1.25444 -0.02816 -0.49507 1.22 -3.97 -1.26 -0.300
N 0.15514 -0.96078 -0.72328 -0.50 2.16 1.51 -0.267

***

Entry 3:
18
Properties=species:S:1:pos:R:3:forces:R:3:nbo_charge:R:1 method="wB97M-V/def2-TZVPD" gap_ha=0.3394 multiplicity=1 homo_ev=-8.234 smiles="C[C@H]1C[C@H]2CN=CN21" lumo_ha=0.037 e_tot_ev=-9361.204 relative_energy_ev=3.233
C 2.31588 0.22218 -0.64616 -0.52 0.28 2.00 -0.658
C 1.35297 -0.67624 0.10791 -1.67 -3.71 -0.84 -0.019
C 0.69812 -0.27155 1.51015 0.68 2.50 0.54 -0.427
C -0.74221 -0.39792 0.85786 -1.68 -0.88 4.26 -0.055
C -1.84119 0.71428 0.42724 2.13 1.44 3.17 -0.244
C -0.61830 0.12465 -1.21439 -0.05 1.72 -4.53 0.265
H 2.56251 -0.14187 -1.66526 -0.72 0.84 0.44 0.236
H 1.84312 1.21514 -0.38769 1.15 -0.34 -1.50 0.224
H 3.26299 0.12516 -0.07750 -0.36 0.34 -0.23 0.228
H 1.65800 -1.79646 -0.15643 -0.13 2.10 1.72 0.204
H 1.04630 -0.75517 2.47675 -0.79 0.33 -1.32 0.232
H 0.78581 0.86203 1.64295 0.63 -1.30 -0.01 0.205
H -1.34046 -1.15557 1.41839 0.53 -0.14 -0.70 0.181
H -2.83127 0.38400 0.59511 -0.97 -0.65 0.45 0.196
H -1.69635 1.65606 1.14118 -0.35 -1.33 -1.76 0.176
H -0.08950 0.15246 -2.23173 -0.99 -0.03 1.38 0.180
N -1.61697 0.91951 -0.96617 2.22 -0.86 -0.32 -0.477
N -0.12486 -0.75354 -0.32117 0.89 -0.30 -2.75 -0.448

***

Entry 4:
18
Properties=species:S:1:pos:R:3:forces:R:3:nbo_charge:R:1 method="wB97M-V/def2-TZVPD" gap_ha=0.3526 multiplicity=1 homo_ev=-8.496 smiles=C[C@@H]1CN2[C@@H]3[C@H](N1)[C@@H]32 lumo_ha=0.040 e_tot_ev=-9359.645 relative_energy_ev=4.792
C 2.13860 -0.09694 0.76624 -1.42 -2.55 -0.76 -0.633
C 1.26123 -0.14352 -0.57004 -0.03 1.34 0.94 -0.077
C 0.53932 1.20461 -0.49678 -0.16 2.24 1.50 -0.216
C -1.20339 -0.07176 1.01646 -0.64 1.46 -0.47 -0.153
C -1.04286 -1.02598 -0.03656 0.85 1.03 -1.63 -0.064
C -1.84080 0.26099 -0.34639 4.35 -1.82 1.85 -0.101
H 2.69152 0.81182 0.81279 -0.03 0.88 0.32 0.207
H 2.93949 -0.87476 0.82461 -1.01 0.05 0.06 0.204
H 1.89574 -0.11620 -1.45808 -0.03 -0.42 0.00 0.198
H 0.29219 1.76623 -1.42957 0.68 -0.73 0.36 0.216
H 1.23786 1.93796 0.20966 -2.14 -1.59 -2.03 0.195
H -1.69318 -0.33446 1.98582 0.53 1.47 -0.81 0.234
H 1.29288 -0.24528 1.51360 1.75 0.45 -0.16 0.220
H -1.60362 -1.91116 0.00034 -0.59 -1.33 0.09 0.211
H 0.64978 -2.00749 -0.46411 1.84 -4.74 1.05 0.359
H -2.84080 0.44036 -0.46458 -2.14 0.68 -0.48 0.213
N -0.81229 1.16710 0.14398 -0.90 -0.47 1.97 -0.389
N 0.24451 -1.20016 -0.64798 -0.91 4.04 -1.79 -0.625

***

Entry 5:
18
Properties=species:S:1:pos:R:3:forces:R:3:nbo_charge:R:1 method="wB97M-V/def2-TZVPD" gap_ha=0.1351 multiplicity=1 homo_ev=-6.447 lumo_ha=-0.102 e_tot_ev=-9357.283 relative_energy_ev=7.154
C 1.11245 1.29449 0.15131 -0.88 0.03 0.81 -0.615
C -0.17206 0.70325 0.77837 0.57 -2.01 -2.69 -0.288
C -0.93697 0.04875 -0.32347 1.17 -0.03 0.96 -0.151
C -1.47113 1.48897 0.62610 -0.78 0.72 0.65 0.034
C 1.30724 -2.40866 0.22062 0.48 0.77 -1.91 0.213
N 1.72170 -1.49406 0.81283 0.12 0.43 1.69 -0.462
C 1.03323 -3.17262 -0.88112 -1.04 -1.40 0.14 -0.632
N -1.44472 2.57469 -0.06697 0.00 0.35 -0.16 -0.538
H 0.77767 2.20299 -0.34464 0.62 0.12 -0.08 0.235
H 1.50320 0.55773 -0.53591 0.06 0.05 -0.24 0.232
H 1.88805 1.43180 0.89436 -0.03 0.40 0.17 0.238
H -2.38155 1.19249 1.14571 0.28 -0.15 0.36 0.202
H -0.06553 -0.05085 1.55755 -0.09 0.47 0.64 0.289
H -1.52652 -0.82444 -0.08857 -0.51 0.12 -0.34 0.235
H -0.71723 0.40417 -1.31230 -0.25 -0.24 -0.37 0.227
H -2.31133 3.11099 0.00273 0.02 -0.26 0.01 0.354
H 0.68412 -2.80742 -1.83663 0.26 0.60 0.20 0.216
H 0.99939 -4.25227 -0.80000 0.00 0.05 0.16 0.210

***

Entry 6:
18
Properties=species:S:1:pos:R:3:forces:R:3:nbo_charge:R:1 method="wB97M-V/def2-TZVPD" gap_ha=0.3291 multiplicity=1 homo_ev=-7.852 smiles="C=C[C@H]1CC=NN1C" lumo_ha=0.041 e_tot_ev=-9361.376 relative_energy_ev=3.061
C 1.97213 0.34406 -1.25437 -0.17 0.75 -0.63 -0.026
C -2.20598 -1.22909 0.35892 0.65 -0.37 0.73 -0.391
C -1.22617 -0.61168 -0.31058 -0.47 -1.10 1.72 -0.176
C 1.12136 -0.93830 -1.10473 -0.84 3.52 -2.23 -0.471
C 0.25456 -0.57182 0.03703 -1.58 1.57 1.04 -0.117
C -0.00264 1.61246 1.37072 -1.81 -1.04 0.05 -0.419
N 1.60903 1.27651 -0.45577 0.55 0.72 -0.78 -0.196
N 0.50220 0.94062 0.19523 -0.29 -1.27 0.62 -0.265
H 2.58184 0.67758 -2.11751 0.04 -0.84 0.84 0.205
H -3.24402 -1.24480 0.11365 -0.51 0.61 -0.76 0.199
H -2.11196 -1.79455 1.29219 0.83 0.00 -0.36 0.190
H -1.51065 0.08069 -1.06779 0.03 0.16 -0.96 0.207
H 0.52582 -1.11166 -2.00854 0.05 0.13 -0.02 0.216
H 1.76916 -1.70098 -1.05291 1.99 -3.16 0.86 0.224
H 0.54924 -1.08469 0.95919 -0.40 -0.04 0.02 0.205
H 0.58894 1.51862 2.28279 -0.01 -0.94 0.24 0.180
H -0.09072 2.69467 1.34651 -0.15 0.14 -1.09 0.216
H -1.08214 1.14237 1.41594 2.08 1.16 0.72 0.218